# C29H45BrN7O10P

A 5-piece molecular cluster, C29H45BrN7O10P overall in a non-equilibrium geometry (the ωB97M-V functional and the def2-TZVPD basis, the OMol25 dataset).

## Properties
HOMO level ... -7.2625 eV
M ... 762.60 g mol⁻¹
DFT total energy ... -5182.19196 Ha

Last column: Löwdin charge in e.
Positions of all 93 atoms, in Å:
C (-3.1500, 4.4209, 3.8410)  -0.094
C (-1.9418, 3.7284, 3.0546)  -0.220
C (-1.7132, 4.1036, 1.5692)  -0.020
C (-0.5541, 3.3915, 0.7690)  -0.028
C (0.3819, 2.3273, 1.3954)  -0.162
C (1.5512, 1.5448, 0.5941)  -0.106
C (0.8842, 0.1500, 0.1170)  -0.125
N (0.9646, -0.9330, 1.0382)  0.114
C (0.3153, -2.1295, 0.5754)  -0.141
C (0.3443, -3.3741, 1.5602)  -0.239
P (1.1774, -3.4082, 3.2456)  0.854
C (2.8528, -4.2815, 3.2277)  -0.326
C (1.2351, -1.7184, 4.0860)  -0.351
C (-0.3647, -4.7068, 1.1185)  -0.104
C (-0.3470, -6.0341, 2.0249)  -0.187
C (-1.7017, -6.2589, 2.8837)  -0.254
N (-2.4606, -4.9710, 3.0444)  -0.017
C (-1.1208, -4.8071, -0.2751)  -0.091
C (-1.8384, -6.1455, -0.7563)  -0.206
C (-3.4412, -6.0524, -0.8821)  -0.655
C (-4.1113, -4.7884, -0.1529)  -0.165
Br (-4.1868, -7.7010, 0.0190)  0.603
C (-1.1048, -3.5569, -1.1778)  -0.073
C (-1.8476, -3.6992, -2.6129)  -0.071
C (-0.3847, -2.1900, -0.8034)  -0.115
N (-0.4624, -1.1520, -1.7974)  0.131
C (0.1945, -0.0020, -1.2690)  -0.100
C (0.2187, 1.3000, -2.2410)  -0.122
O (1.2230, 1.1863, -3.2936)  -0.170
O (0.5702, 0.5652, -4.3304)  -0.072
C (0.1463, 2.0024, 2.9152)  -0.019
C (-0.9882, 2.6922, 3.7082)  -0.029
H (-3.6657, 3.5955, 4.4684)  0.089
H (-3.9413, 4.7240, 3.0518)  0.083
H (-2.8306, 5.3110, 4.4848)  0.066
H (-2.3846, 4.8594, 1.0140)  0.089
H (-0.4501, 3.7158, -0.3257)  0.072
H (1.9092, 2.1830, -0.2797)  0.105
H (2.4462, 1.3717, 1.2922)  0.121
H (3.3103, -4.2997, 4.2920)  0.052
H (2.6760, -5.3930, 2.9640)  0.035
H (3.6223, -3.8603, 2.4955)  0.038
H (1.7023, -1.8475, 5.1309)  0.044
H (0.2080, -1.1975, 4.1360)  0.050
H (1.9746, -1.0536, 3.4933)  0.019
H (0.5181, -6.0434, 2.7891)  0.065
H (-0.1617, -6.9680, 1.3643)  0.108
H (-1.3841, -6.6575, 3.9252)  0.115
H (-2.3209, -7.1014, 2.4111)  0.077
H (-2.4679, -4.6663, 4.0316)  0.073
H (-3.4325, -5.2157, 2.7646)  0.058
H (-1.5966, -7.0729, -0.1396)  0.065
H (-1.4365, -6.3646, -1.8222)  0.119
H (-3.8290, -6.0972, -1.9538)  0.090
H (-4.2930, -3.9197, -0.8968)  0.084
H (-5.1761, -5.1239, 0.1601)  0.064
H (-3.5952, -4.4541, 0.8073)  0.063
H (-2.9418, -4.0066, -2.5194)  0.053
H (-1.3068, -4.5535, -3.1782)  0.090
H (-1.8117, -2.7409, -3.2282)  0.068
H (0.2770, 2.2826, -1.6680)  0.092
H (-0.8134, 1.2979, -2.7661)  0.142
H (0.7953, -0.3926, -4.2611)  0.105
H (0.8054, 1.2439, 3.4562)  0.078
H (-1.1384, 2.4348, 4.8153)  0.098
C (3.2694, -0.4279, -6.1214)  0.041
N (3.2537, -0.6886, -7.5843)  -0.440
O (2.6332, -1.6636, -7.9737)  0.072
O (3.8664, 0.0970, -8.2908)  0.046
H (2.6885, -1.2003, -5.6208)  0.090
H (4.3082, -0.4541, -5.7939)  0.104
H (2.8270, 0.5544, -5.9577)  0.098
C (0.1526, 7.0770, -1.6224)  0.039
N (-0.7493, 7.2329, -0.4514)  -0.444
O (-1.9056, 6.8599, -0.5795)  0.043
O (-0.2656, 7.7236, 0.5545)  0.062
H (-0.4090, 6.6299, -2.4409)  0.095
H (0.5100, 8.0689, -1.8963)  0.101
H (0.9750, 6.4295, -1.3196)  0.099
C (-0.5564, 6.6734, 6.8473)  0.041
N (-0.6770, 5.3932, 7.5930)  -0.446
O (-1.6363, 4.6827, 7.3367)  0.051
O (0.1957, 5.1470, 8.4090)  0.061
H (-1.3962, 6.7598, 6.1602)  0.084
H (-0.5707, 7.4815, 7.5777)  0.101
H (0.3868, 6.6486, 6.3027)  0.103
C (4.8777, 3.3864, -8.4437)  0.034
N (4.6686, 4.6195, -7.6405)  -0.449
O (5.3179, 5.6063, -7.9477)  0.062
O (3.8592, 4.5527, -6.7289)  0.051
H (5.6193, 3.5904, -9.2140)  0.096
H (5.2289, 2.6087, -7.7668)  0.093
H (3.9210, 3.1191, -8.8907)  0.100

***

# C2H5O2S

A 2-piece molecular cluster, C2H5O2S overall in a non-equilibrium geometry (the ωB97M-V functional and the def2-TZVPD basis, the OMol25 dataset).

## Properties
Net charge ... -1
HOMO level ... -4.5865 eV
M ... 93.13 g mol⁻¹
DFT total energy ... -627.89340 Ha
Energy above the lowest of the compared OMol25 structures with the same formula, charge and spin ... 29.8 kcal/mol

Last column: natural (NBO) charge in e.
Positions of all 10 atoms, in Å:
C (-1.4021, -0.9254, -1.0767)  -0.742
S (-0.8583, -1.4418, 0.6456)  -0.241
H (-2.2180, -0.1923, -1.1095)  0.194
H (-1.5944, -1.7955, -1.7559)  0.199
H (-0.3904, -0.4139, -1.2587)  0.253
O (1.7865, 1.2991, -1.0023)  -0.751
C (0.8814, 1.6087, -0.1301)  0.600
O (0.8005, 1.0766, 1.0635)  -0.787
H (0.3690, 2.6816, -0.1984)  0.034
H (-0.0051, -0.3175, 0.7436)  0.239

***

# C4H7CeO3

C4H7CeO3 as an isolated structure in a non-equilibrium geometry (the ωB97M-V functional and the def2-TZVPD basis, the OMol25 dataset).

## Properties
Net charge ... +1
HOMO level (alpha / beta) ... -9.7493 / -9.7611 eV
M ... 243.21 g mol⁻¹
Spin multiplicity ... 3
DFT total energy ... -857.02878 Ha
Energy above the lowest of the compared OMol25 structures with the same formula, charge and spin ... 70.5 kcal/mol

Last column: natural (NBO) charge in e.
Positions of all 15 atoms, in Å:
H (-0.7094, -0.2693, -3.1332)  0.110
O (0.3130, -0.7417, 0.6199)  -0.454
C (-0.5280, -1.3197, -0.1782)  1.074
O (-0.8930, -2.4869, 0.0425)  -0.809
Ce (-2.7124, -2.9320, -1.7351)  1.853
O (-1.1902, -0.7047, -1.1758)  -0.693
C (-0.2344, 0.0083, -2.1746)  -0.618
H (-0.4582, 1.0721, -1.9683)  0.142
C (0.5340, 0.6941, 0.6312)  -0.077
H (1.1819, 0.9421, -0.2144)  0.233
H (-0.4350, 1.1893, 0.4921)  0.188
C (1.1613, 1.0568, 1.9527)  -0.633
H (0.4951, 0.8198, 2.7920)  0.218
H (2.1168, 0.5346, 2.0911)  0.229
H (1.3586, 2.1372, 1.9580)  0.235

***

Among the records above, which one has the lowest M?
C2H5O2S